Entry 1:
12
Properties=species:S:1:pos:R:3:forces:R:3:nbo_charge:R:1 method="wB97M-V/def2-TZVPD" relative_energy_ev=5.1978 smiles="O/N=C1/CONC1=S" multiplicity=1
S -1.329519 1.516985 0.245560 1.3551 -0.5559 0.5344 -0.15
O 1.732410 -0.689879 1.394061 -0.1986 0.8771 -0.5020 -0.36
O -1.295644 -0.287441 -1.973919 0.9360 -1.0191 1.0574 -0.54
N 1.007707 0.597668 1.206312 1.3938 -0.8955 2.0792 -0.27
N -0.366791 -1.147761 -1.345047 -1.6674 1.3062 -2.6486 0.01
C 0.001823 0.443979 0.367530 -1.1862 4.1482 1.2166 0.08
C 0.295857 -0.672669 -0.383660 -0.5295 -3.3552 -0.9163 0.01
C 1.416616 -1.514900 0.198331 -0.4939 2.2913 0.6234 -0.09
H 1.105606 -2.510613 0.534256 0.3313 0.3030 -0.2047 0.23
H -1.405273 0.580454 -1.436962 0.1915 -1.1870 -0.4005 0.45
H 1.089496 1.244776 2.043836 -0.3383 -1.4062 -1.4994 0.44
H 2.216159 -1.455623 -0.553286 0.2063 -0.5068 0.6606 0.21

=====

Entry 2:
12
Properties=species:S:1:pos:R:3:forces:R:3:nbo_charge:R:1 method="wB97M-V/def2-TZVPD" relative_energy_ev=6.5522 multiplicity=1
S -0.840133 -0.639495 -1.638833 1.5312 0.1582 0.4686 0.23
O 0.007808 -0.325158 1.716698 -3.5071 0.7342 3.6571 -0.56
O 1.249628 0.114605 0.008090 -1.5636 1.6311 -2.3472 -0.32
N -0.691869 0.931999 1.595277 -0.9069 0.8262 -2.5539 -0.09
N 1.346877 -1.208419 -0.213351 -0.5149 -0.4080 -2.8514 -0.07
C -0.812696 1.380023 0.343599 -0.9607 -0.4979 5.0834 -0.05
C -0.036842 0.719726 -0.665631 2.0058 0.3505 -1.5235 -0.14
C 0.566353 -1.644010 -1.162784 1.7018 -1.7036 1.7201 -0.18
H -0.445834 -0.574655 2.620861 1.5607 0.4130 -2.4046 0.48
H 0.867983 -2.722118 -1.484156 -1.3876 2.0676 0.3819 0.25
H 0.242954 1.623917 -1.288199 0.5241 -1.5638 -0.1099 0.22
H -1.454228 2.343585 0.168429 1.5173 -2.0078 0.4795 0.23

=====

Entry 3:
12
Properties=species:S:1:pos:R:3:forces:R:3:nbo_charge:R:1 method="wB97M-V/def2-TZVPD" relative_energy_ev=5.2291 smiles="[H]/N=C1/COC(=O)ON1" multiplicity=1
O -1.944725 -0.602209 1.848527 4.2765 0.7657 -5.3094 -0.56
O -1.169329 0.718113 0.133016 -3.5306 -2.2015 -0.0067 -0.46
O 0.024107 -1.192485 0.743286 -0.1608 0.9503 -1.6441 -0.37
N 1.961666 0.894068 -1.904980 -3.6068 -3.6900 3.1240 -0.70
N 1.042950 -0.934910 -0.388067 -0.3894 -2.7143 -1.6385 -0.33
C 1.010421 0.279225 -1.022412 3.4352 3.4376 -0.8774 0.38
C -1.116935 -0.365855 0.890145 -2.2800 -1.5105 4.7572 0.97
C 0.003654 1.227347 -0.237497 4.5360 -1.9333 -0.5111 -0.13
H 0.384859 1.627811 0.657441 1.7785 0.2335 1.1435 0.20
H 1.196742 -1.828369 -1.075065 -0.9723 2.4966 2.7053 0.42
H 2.741290 0.241606 -2.270183 -1.8094 0.7438 1.0488 0.35
H -0.018480 2.013184 -0.840912 -1.2769 3.4224 -2.7913 0.22

=====

Entry 4:
12
Properties=species:S:1:pos:R:3:forces:R:3:nbo_charge:R:1 method="wB97M-V/def2-TZVPD" relative_energy_ev=1.9405 smiles="[H]/N=C(/C(N)=O)C(=O)O" multiplicity=1
O 0.710333 1.229794 -1.964935 -0.4555 0.8691 -0.0874 -0.64
O -0.615228 -0.492621 -1.345158 0.3646 2.7973 -0.6717 -0.58
O 1.081135 -1.843688 0.951589 -0.0157 -0.5739 -0.4673 -0.57
N 0.933507 1.492430 1.069569 -0.1936 -0.2879 0.1849 -0.53
N -1.114511 -1.229082 1.085102 0.3521 0.0386 -0.1121 -0.85
C 0.541046 0.574792 0.316508 -1.3942 -2.1266 0.9140 0.11
C 0.043299 0.524722 -1.060669 0.2882 -3.0772 -2.1459 0.69
C 0.179084 -1.101010 0.704415 1.4351 3.1081 2.2541 0.70
H 0.864861 2.427010 0.655520 0.2699 -0.2378 -0.2078 0.35
H -1.780870 -0.605331 0.656615 -0.1823 -0.4879 0.4670 0.41
H 0.460595 0.946584 -2.860618 -0.0838 -0.0931 0.1884 0.51
H -1.303251 -1.923600 1.792063 -0.3848 0.0713 -0.3162 0.41

=====

Entry 5:
12
Properties=species:S:1:pos:R:3:forces:R:3:nbo_charge:R:1 method="wB97M-V/def2-TZVPD" relative_energy_ev=1.3401 smiles="Nc1[nH]c(=O)oc1O" multiplicity=1
O 0.077221 -1.885599 1.320014 -0.6310 -1.9223 -2.0610 -0.64
O 0.708574 0.293248 1.004901 -0.3666 -0.1698 -0.5726 -0.52
O 0.732917 2.514441 0.335453 0.8671 0.2937 -0.0371 -0.59
N -1.382626 -1.234214 -1.487582 -1.1957 -0.0230 -1.0416 -0.81
N -0.062809 0.773063 -0.977536 0.3471 0.6587 -0.4400 -0.61
C -0.434664 -0.562613 -0.790974 1.8271 -0.5796 6.2478 0.15
C 0.556845 1.363287 0.089987 -1.6945 -2.1223 0.5533 0.87
C 0.027867 -0.861898 0.504140 0.5312 3.6831 -3.9726 0.48
H -0.325901 1.329181 -1.755853 -0.3058 0.2820 -0.5155 0.42
H 0.199746 -1.478901 2.131576 0.4013 0.7326 3.1438 0.49
H -0.947339 -1.674211 -2.242647 0.3582 -0.9112 -1.8152 0.36
H -1.858450 -1.957377 -0.979107 -0.1384 0.0782 0.5106 0.39

=====

Entry 6:
12
Properties=species:S:1:pos:R:3:forces:R:3:nbo_charge:R:1 method="wB97M-V/def2-TZVPD" relative_energy_ev=2.8741 smiles=Oc1cn(O)c(O)n1 multiplicity=1
O 0.567533 -1.861028 -1.132982 -0.6467 -0.9780 -0.7232 -0.68
O 1.674822 -0.850450 1.289680 1.2589 0.6719 0.8970 -0.49
O -1.464583 2.197606 -0.235009 -1.8694 0.6096 -1.6037 -0.65
N -0.718522 0.100749 -1.016100 -0.3153 -0.6570 -1.0839 -0.57
N 0.595963 -0.343868 0.685901 -1.2000 -1.4486 -1.7112 -0.06
C -0.088538 0.777426 1.028649 -0.4098 0.9891 -0.8533 -0.25
C -0.823637 1.053332 -0.098355 1.3274 -0.0197 2.6838 0.41
C 0.133288 -0.756496 -0.512060 0.1852 0.5490 -0.5148 0.58
H -0.093143 1.227519 1.975239 0.4042 0.4849 0.8700 0.23
H 1.516142 -1.776186 1.311052 -0.0396 -1.5554 0.2818 0.48
H -0.116149 -2.146863 -1.810972 1.1763 0.7822 1.2200 0.51
H -1.997789 2.062779 -1.046847 0.1287 0.5720 0.5376 0.48

=====

Entry 7:
12
Properties=species:S:1:pos:R:3:forces:R:3:nbo_charge:R:1 method="wB97M-V/def2-TZVPD" relative_energy_ev=7.7773 multiplicity=1
O -2.317532 -0.745690 1.037098 -2.1111 -3.9180 0.5396 -0.07
O 0.881214 -1.507575 -0.176136 -2.0957 3.9383 -0.3343 -0.65
O -0.222716 1.512361 -0.245095 -1.2579 -1.9049 1.1807 -0.50
N -1.347690 -1.599200 0.829177 3.8177 -1.9245 -1.7036 -0.15
N -2.090234 0.338776 0.452066 -1.4635 5.7739 0.8034 -0.12
C -0.372765 -0.956916 0.092273 -1.8123 -1.0568 4.1586 0.31
C 1.153368 1.270951 -0.519450 1.6634 0.5943 -0.8613 -0.34
C -0.858208 0.384124 0.204291 3.9889 1.3319 -4.0767 0.36
H 1.901247 1.445676 0.568637 -2.2780 -0.4851 -3.4739 0.19
H 1.160893 2.272139 -1.320155 1.5663 -3.3265 2.0279 0.23
H 0.798000 -2.380459 0.029616 -0.1200 -4.3024 0.9459 0.50
H 1.314424 -0.034186 -0.952321 0.1023 5.2798 0.7936 0.25

=====

Entry 8:
12
Properties=species:S:1:pos:R:3:forces:R:3:nbo_charge:R:1 method="wB97M-V/def2-TZVPD" relative_energy_ev=4.2155 multiplicity=1
O -0.266974 1.948671 2.348196 0.3989 -1.5552 -1.2661 -0.59
O 1.089580 0.719688 -1.839919 6.4571 0.5023 1.0617 -0.62
O 0.655809 1.497185 0.245966 0.5858 0.1863 1.7337 -0.51
N -0.780667 0.084262 1.062482 -0.2849 -3.7275 0.6272 -0.60
N -0.866884 -1.552118 -0.571808 2.1077 -4.4519 -3.5993 -0.86
C 0.763832 0.379891 -0.598937 -3.1195 1.6363 2.3849 0.46
C -0.154095 1.171164 1.415560 1.0557 4.7928 0.3326 0.86
C -0.091059 -0.482019 -0.024941 -1.7139 -2.3762 -2.4675 0.16
H -1.322945 -0.590598 1.670141 0.9297 1.6739 -0.7832 0.44
H -0.870222 -1.515856 -1.780703 0.2864 -0.2038 4.7451 0.40
H -0.416331 -2.715795 -0.306687 -1.5620 4.7789 -1.1353 0.37
H 2.259955 1.055524 -1.619351 -5.1409 -1.2561 -1.6339 0.49

=====

Record-wise E_HOMO values, in eV: -9.2; -8.7; -9.9; -9.4; -7.8; -7.7; -9.9; -8.5
Record-wise E values, in Eh: -774.73577; -774.68600; -451.78758; -451.90844; -451.93050; -451.87413; -451.69394; -451.82483
Record-wise orbital gap values, in eV: 8.2536; 9.1701; 10.0486; 9.0775; 8.2772; 8.1847; 10.2996; 8.3846